[1]
{
  "formula": "C24H43ClP2Pt",
  "method": "the ωB97M-V functional and the def2-TZVPD basis",
  "elements": ["Pt", "C", "C", "C", "C", "C", "C", "H", "H", "H", "C", "H", "H", "H", "C", "H", "H", "H", "C", "H", "H", "H", "C", "H", "H", "H", "C", "C", "C", "C", "C", "C", "C", "C", "H", "H", "H", "H", "H", "H", "H", "H", "H", "H", "H", "H", "P", "C", "C", "P", "C", "C", "C", "H", "H", "H", "H", "H", "H", "H", "H", "H", "H", "H", "H", "H", "H", "Cl", "C", "H", "H"],
  "xyz": [[-0.055, -0.192, 0.322], [-1.077, -1.621, 2.912], [0.197, -1.556, 2.054], [0.519, -0.590, 4.214], [-0.861, -0.994, 4.118], [1.179, -0.978, 3.061], [-2.294, -2.383, 2.607], [-2.253, -2.852, 1.626], [-3.172, -1.727, 2.631], [-2.464, -3.175, 3.355], [-1.861, -0.779, 5.187], [-2.882, -0.716, 4.784], [-1.646, 0.145, 5.740], [-1.842, -1.607, 5.912], [1.086, 0.101, 5.397], [1.186, -0.606, 6.232], [0.435, 0.924, 5.738], [2.085, 0.511, 5.184], [2.651, -0.958, 2.913], [3.145, -1.644, 3.631], [3.057, 0.050, 3.094], [2.955, -1.257, 1.907], [0.615, -2.891, 1.512], [0.857, -3.552, 2.359], [1.494, -2.794, 0.861], [-0.185, -3.357, 0.922], [-1.350, 1.731, -3.250], [-1.810, 0.351, -3.159], [-1.363, -0.722, -4.148], [0.132, -0.677, -4.526], [1.095, -0.249, -3.454], [1.633, 0.998, -3.436], [1.031, 2.236, -4.059], [-0.512, 2.203, -4.341], [-1.968, -0.647, -5.075], [0.229, -0.085, -5.460], [-1.565, -1.707, -3.701], [-0.708, 1.677, -5.287], [-2.016, 2.449, -2.752], [-2.921, 0.373, -3.204], [-0.828, 3.244, -4.512], [1.229, 3.108, -3.407], [2.655, 1.165, -3.076], [1.545, 2.457, -5.003], [0.433, -1.697, -4.824], [1.567, -1.077, -2.907], [-1.683, -0.047, -1.411], [-2.993, 0.924, -0.635], [-1.865, -1.825, -1.256], [1.872, 0.996, -0.218], [0.230, 1.381, -0.971], [3.097, -0.141, -0.911], [2.530, 2.677, -0.069], [-2.564, 1.644, 0.077], [-3.626, 0.213, -0.086], [-3.597, 1.443, -1.393], [-1.067, -2.344, -1.811], [-2.854, -2.099, -1.634], [-1.757, -2.094, -0.190], [2.551, 3.200, -1.038], [3.555, 2.607, 0.331], [1.931, 3.271, 0.628], [-0.376, 2.263, -0.724], [0.442, 1.399, -2.033], [3.707, -0.447, -0.042], [3.750, 0.310, -1.669], [2.639, -1.046, -1.325], [-1.667, 1.565, 2.563], [-0.160, 1.531, 1.662], [0.701, 1.494, 2.340], [-0.170, 2.490, 1.120]],
  "forces_ev_per_angstrom": [[-0.58, -0.15, 1.57], [1.43, -0.33, -1.15], [-0.48, 0.87, 1.03], [-1.67, -0.13, 0.21], [1.39, 0.92, 0.90], [-0.67, -0.61, -0.78], [-0.33, -0.13, -0.35], [-0.04, -0.08, 0.07], [0.02, -0.06, 0.09], [0.05, 0.27, -0.16], [-0.40, 0.12, 0.21], [0.32, -0.03, 0.15], [-0.11, -0.26, -0.12], [0.01, 0.15, -0.13], [0.42, 0.28, 0.17], [-0.02, 0.17, -0.08], [0.23, -0.32, -0.15], [-0.36, -0.14, 0.14], [0.44, 0.03, -0.36], [-0.31, 0.34, -0.25], [-0.10, -0.25, 0.09], [-0.04, -0.04, 0.18], [0.30, -0.70, -0.18], [0.03, -0.13, -0.41], [-0.17, -0.21, 0.20], [0.25, 0.02, 0.13], [-1.22, 0.67, -0.48], [-0.81, -0.61, -0.14], [0.30, -0.32, -0.25], [-0.63, -0.32, -0.62], [1.38, 0.75, -0.99], [0.24, -1.07, -1.04], [-0.37, 0.01, -0.36], [0.79, 1.26, -0.83], [0.23, -0.04, 0.62], [0.26, -0.22, 0.78], [-0.22, 0.32, -0.35], [0.01, 0.05, 0.37], [0.53, -0.12, -0.09], [0.17, -0.13, -0.04], [0.37, -0.23, -0.20], [0.04, -0.38, -0.15], [-0.64, -0.07, 0.48], [-0.02, 0.02, 0.15], [-0.14, 0.37, 0.10], [-0.06, 0.49, -0.35], [1.40, -0.48, 1.11], [-0.24, -0.09, 0.24], [-0.53, -0.61, 0.34], [-0.91, 0.83, -0.25], [0.87, 0.84, -1.58], [0.50, -0.07, -0.29], [1.04, 0.11, 0.75], [-0.29, -0.30, -0.28], [0.05, 0.32, -0.01], [0.17, -0.20, 0.27], [-0.37, 0.29, 0.18], [0.00, -0.38, 0.05], [-0.35, -0.07, -0.54], [-0.06, -0.41, 0.19], [-0.27, 0.25, -0.14], [0.07, -0.18, -0.12], [0.86, -0.08, 0.31], [-0.90, -0.53, 0.50], [-0.15, 0.18, -0.36], [-0.10, -0.11, 0.31], [0.04, 0.35, 0.27], [-0.41, -0.03, 0.43], [-0.15, 0.90, 0.67], [-0.39, 0.01, 0.08], [0.28, -0.55, 0.22]],
  "mulliken_spin": [0.392, 0.125, 0.323, 0.139, 0.183, 0.165, 0.005, -0.003, 0.026, 0.022, 0.007, 0.001, 0.003, 0.011, 0.010, 0.005, 0.003, -0.002, 0.063, 0.020, 0.015, -0.013, 0.013, 0.000, 0.016, 0.007, 0.732, -0.038, 0.025, -0.012, 0.059, 0.000, 0.081, 0.091, 0.003, 0.001, 0.000, 0.006, -0.050, 0.028, 0.015, 0.000, -0.009, -0.007, 0.000, -0.019, 0.323, 0.015, 0.129, 0.367, 0.026, 0.081, 0.061, -0.002, 0.005, 0.005, 0.002, 0.021, -0.048, 0.013, -0.005, 0.000, -0.032, 0.027, 0.000, 0.016, 0.001, 0.071, 0.510, -0.016, -0.008],
  "e_above_lowest_ev": 0.762,
  "charge": 2,
  "max_force_ev_per_a": 1.994,
  "s_squared": 6.0340,
  "homo_energy_ev": [-12.691, -14.506],
  "total_energy_ev": -59910.1918,
  "spin_multiplicity": 5
}

=====

[2]
{
  "formula": "C3H5AuFO2",
  "method": "the ωB97M-V functional and the def2-TZVPD basis",
  "elements": ["Au", "F", "O", "C", "C", "O", "H", "H", "C", "H", "H", "H"],
  "xyz": [[-0.293, -0.008, 2.036], [0.327, -0.715, 3.433], [-0.976, -1.164, 0.629], [-0.708, -0.559, -0.408], [-0.097, 0.813, -0.364], [0.054, 1.255, 0.923], [-0.938, -1.018, -1.387], [-0.829, 1.435, -0.935], [1.234, 0.813, -1.177], [1.055, 1.110, -2.221], [1.699, -0.181, -1.217], [1.937, 1.503, -0.692]],
  "forces_ev_per_angstrom": [[-2.72, 1.07, 3.17], [3.35, -5.01, 8.67], [-1.32, -1.83, -3.00], [-0.13, 0.17, -1.45], [0.22, -0.55, -3.16], [0.43, 5.99, -5.35], [0.11, 0.06, 0.37], [0.29, 0.10, 0.57], [0.07, -0.19, -0.25], [0.07, 0.06, 0.45], [-0.07, 0.23, 0.21], [-0.29, -0.10, -0.23]],
  "mulliken_spin": [1.071, 0.254, 0.194, 0.002, -0.015, 0.448, -0.001, 0.029, 0.023, -0.002, -0.002, 0.000],
  "charge": 1,
  "max_force_ev_per_a": 10.559,
  "s_squared": 2.0092,
  "homo_energy_ev": [-15.250, -16.484],
  "total_energy_ev": -13681.3436,
  "spin_multiplicity": 3
}

=====

[3]
{
  "formula": "C5H22NO5",
  "method": "the ωB97M-V functional and the def2-TZVPD basis",
  "elements": ["C", "O", "C", "C", "C", "C", "N", "H", "H", "H", "H", "H", "H", "H", "H", "H", "H", "H", "H", "H", "H", "H", "H", "O", "H", "H", "O", "H", "H", "O", "H", "H", "O"],
  "xyz": [[0.882, 1.436, 1.578], [1.638, 2.196, 0.660], [-0.364, 0.862, 0.915], [-1.355, 0.283, 1.909], [-2.612, -0.340, 1.292], [-2.315, -1.458, 0.302], [-0.996, 1.970, 0.121], [0.608, 2.122, 2.385], [1.465, 0.630, 2.030], [2.070, 1.597, 0.026], [-0.065, 0.110, 0.184], [-0.822, -0.488, 2.469], [-1.636, 1.044, 2.642], [-3.215, -0.727, 2.113], [-3.238, 0.428, 0.823], [-1.845, -1.097, -0.618], [-1.649, -2.202, 0.739], [-3.229, -1.960, -0.008], [-1.935, 1.704, -0.171], [-0.434, 2.193, -0.745], [-1.046, 2.826, 0.675], [1.762, -2.567, -1.386], [1.525, -2.057, -2.861], [1.938, -1.842, -2.018], [1.125, 1.700, -2.149], [0.574, 3.045, -2.677], [0.301, 2.220, -2.261], [2.210, -4.348, 0.119], [0.942, -4.690, -0.680], [1.420, -3.954, -0.269], [2.341, -0.236, -1.721], [3.420, 0.882, -1.884], [2.536, 0.719, -1.536]],
  "forces_ev_per_angstrom": [[0.22, 0.28, -0.12], [-0.08, -0.13, 0.10], [0.08, -0.03, 0.20], [-0.09, -0.12, -0.04], [0.10, 0.03, 0.10], [0.02, 0.02, -0.22], [0.07, 0.12, -0.11], [-0.12, -0.05, 0.01], [-0.06, -0.09, -0.03], [0.06, 0.06, 0.00], [-0.04, -0.01, -0.06], [0.04, -0.04, 0.03], [0.02, 0.09, -0.01], [-0.03, 0.00, -0.03], [-0.03, 0.00, -0.01], [0.03, 0.04, 0.07], [0.01, -0.04, 0.04], [-0.07, -0.04, 0.06], [-0.04, 0.07, 0.01], [0.00, -0.05, -0.01], [-0.08, -0.05, 0.04], [-0.04, -0.05, -0.20], [0.03, -0.14, 0.13], [-0.03, 0.19, 0.02], [0.02, 0.09, -0.04], [-0.07, 0.01, 0.00], [0.08, -0.11, 0.06], [-0.01, -0.03, 0.01], [0.14, 0.18, 0.16], [-0.13, -0.15, -0.16], [0.09, 0.13, 0.11], [-0.04, 0.01, 0.05], [-0.06, -0.20, -0.16]],
  "mulliken_charge": [-0.912, -0.531, 0.230, -0.939, -0.513, -1.084, -0.066, 0.414, 0.364, 0.414, 0.185, 0.394, 0.332, 0.358, 0.336, 0.240, 0.288, 0.399, 0.385, 0.342, 0.419, 0.383, 0.299, -0.693, 0.377, 0.335, -0.711, 0.315, 0.335, -0.685, 0.411, 0.288, -0.708],
  "e_above_lowest_ev": 0.000,
  "charge": 1,
  "max_force_ev_per_a": 0.378,
  "homo_energy_ev": -13.757,
  "total_energy_ev": -17264.9937
}